Record 1
Computed, not measured: a molecular structure, C19H27Br3Cl2F6K2MgN3NaO11P2S2, with ωB97M-V/def2-TZVPD.

Spin multiplicity: 1
Total charge: 0
Orbital gap in eV: 1.910
E_LUMO in eV: -3.81
HOMO level in eV: -5.72
DFT total energy in eV: -381352.0179

XYZ file:
```
79
C19H27Br3Cl2F6K2MgN3NaO11P2S2 (ωB97M-V/def2-TZVPD)
C 2.14384 -3.63946 3.27814
C 2.19041 -4.35492 1.86924
O 3.36831 -4.07010 1.07485
P 3.08026 -2.72284 0.04100
O 2.81040 -1.56849 0.97863
C 1.60362 -3.04752 -1.13153
C 0.65529 -1.80050 -1.24789
C -0.84489 -2.22751 -1.47730
C -1.82862 -1.39770 -0.56865
C -2.79182 -2.12397 0.37637
S -2.78933 -3.96082 0.38814
O -1.39277 -4.51254 0.60601
O -3.64879 -4.53630 1.45041
C -3.50080 -4.55369 -1.23530
F -2.55645 -5.26319 -1.99807
F -3.87448 -3.46404 -2.01568
C -4.78255 -5.47716 -1.08662
F -5.83940 -4.87508 -0.41462
F -5.27402 -5.77665 -2.36514
F -4.44726 -6.73890 -0.51098
C -3.75848 -1.34646 1.27738
O -4.68185 -2.01103 2.14055
N -5.98344 -1.71085 1.79412
O -6.64706 -2.59161 2.23577
C -3.79862 0.15968 1.31115
N -4.68238 0.94861 2.16322
S -4.20133 2.52432 1.64724
N -2.96641 2.30353 0.49150
C -2.82126 0.91392 0.35072
C -1.85911 0.11458 -0.59223
P -0.76289 1.14898 -1.73135
O -1.23808 2.56976 -1.91758
O 0.83119 1.25395 -1.09060
O -0.74882 0.40299 -3.24439
O 4.50632 -2.44135 -0.78159
C 4.42354 -1.27473 -1.63899
C 4.69018 0.10581 -0.86323
H 2.12541 -2.51381 3.23366
H 1.15421 -3.94946 3.76219
H 2.95793 -4.00990 3.96467
H 2.20877 -5.50613 2.09051
H 1.18722 -4.13942 1.34371
H 1.04297 -3.99471 -0.88073
H 2.06005 -3.21444 -2.16784
H 0.98182 -1.19836 -2.16476
H 0.69617 -1.07736 -0.38189
H -1.01076 -3.33912 -1.38818
H -1.14685 -1.94940 -2.54492
H 1.46975 1.37537 -1.82027
H -1.66851 -0.10267 -3.39498
H 3.48458 -1.21145 -2.27197
H 5.29031 -1.36308 -2.37731
H 3.71275 0.53109 -0.46010
H 5.47893 0.00619 -0.06406
H 5.06194 0.85246 -1.62604
Na 2.09583 -2.98766 -4.13627
Cl 1.68745 4.98916 0.45326
C -0.01726 5.23664 -0.00205
C -0.63755 6.39027 0.73110
Cl -0.81427 6.02169 2.46989
H -0.55627 4.30606 0.18750
H -0.03520 5.42592 -1.07564
H -1.63670 6.58567 0.33910
H -0.05027 7.30596 0.62893
Br -4.28061 -7.80832 -2.97583
K 1.04533 -6.18246 0.91785
Br -5.08838 0.18979 4.09503
F -1.04644 5.19853 4.86954
Mg 1.49653 7.09181 3.16798
Br -2.98585 -1.18655 -3.73731
K -4.88375 -8.01094 1.16376
C 5.46529 9.78138 0.10734
C 4.00108 9.54535 0.53475
O 3.65178 10.52257 1.36498
H 6.14391 9.76593 0.96389
H 5.78573 8.98878 -0.57986
H 5.58758 10.73465 -0.41366
H 3.96723 8.49846 0.92329
H 3.43572 9.44273 -0.41198
```

Löwdin atomic charge list, values in e, 8 entries: atom 1 (C): -0.05, atom 2 (C): -0.45, atom 3 (O): -0.23, atom 4 (P): 0.72, atom 5 (O): -0.26, atom 6 (C): -0.19, atom 7 (C): -0.22, atom 8 (C): -0.21



Record 2
Computed, not measured: a single C4H6N2 molecule, with ωB97M-V/def2-TZVPD.

Spin multiplicity: 1
Total charge: 0
Orbital gap in eV: 11.372
E_LUMO in eV: 0.94
HOMO level in eV: -10.43
DFT total energy in eV: -7224.3204

XYZ file:
```
12
C4H6N2 (ωB97M-V/def2-TZVPD)
C -1.81406 0.93362 -0.26452
C -0.76508 -0.08895 0.02847
N 0.09734 -0.38899 -0.84957
C 1.29089 -1.07352 -0.38234
C 2.32794 -0.02577 -0.39130
N 3.04399 0.88141 -0.40979
H -1.60884 1.36863 -1.24470
H -2.83647 0.54759 -0.22925
H -1.72561 1.71806 0.49677
H -0.70832 -0.48281 1.05732
H 1.58109 -1.87800 -1.06481
H 1.20936 -1.48704 0.63659
```

Löwdin atomic charge list, values in e, 8 entries: atom 1 (C): -0.07, atom 2 (C): -0.23, atom 3 (N): 0.02, atom 4 (C): -0.23, atom 5 (C): -0.21, atom 6 (N): 0.14, atom 7 (H): 0.08, atom 8 (H): 0.07



Record 3
Computed, not measured: a single C4H12N2 molecule, with ωB97M-V/def2-TZVPD.

Spin multiplicity: 1
Total charge: 0
Orbital gap in eV: 9.635
E_LUMO in eV: 1.15
HOMO level in eV: -8.49
DFT total energy in eV: -7322.2164

XYZ file:
```
18
C4H12N2 (ωB97M-V/def2-TZVPD)
C -0.89549 1.13298 -0.47134
C -0.91764 -0.30910 -0.94538
C -0.02285 -1.20577 -0.09941
C 2.11713 -0.37377 0.82675
N 1.40667 -0.95469 -0.31795
N -1.67278 1.28295 0.78933
H 0.13983 1.38607 -0.22193
H -1.26625 1.84269 -1.20435
H -0.53464 -0.39406 -1.96162
H -1.92507 -0.72292 -0.94668
H -0.19699 -1.13569 0.97743
H -0.21335 -2.26508 -0.32929
H 1.47182 0.27151 1.42416
H 2.97471 0.22502 0.50286
H 2.53612 -1.16562 1.43654
H 1.53680 -0.38747 -1.14450
H -2.13613 2.18961 0.83717
H -2.40189 0.58334 0.84819
```

Löwdin atomic charge list, values in e, 8 entries: atom 1 (C): -0.28, atom 2 (C): -0.20, atom 3 (C): -0.26, atom 4 (C): -0.14, atom 5 (N): -0.13, atom 6 (N): -0.01, atom 7 (H): 0.09, atom 8 (H): 0.10



Record 4
Computed, not measured: a molecular structure, C60H88Cl4N10O4, with ωB97M-V/def2-TZVPD.

Spin multiplicity: 1
Total charge: +6
Orbital gap in eV: 2.707
E_LUMO in eV: -13.46
HOMO level in eV: -16.17
DFT total energy in eV: -136764.5323

XYZ file:
```
166
C60H88Cl4N10O4 (ωB97M-V/def2-TZVPD)
C 5.48250 2.03226 -0.11884
N 5.22308 1.82917 -1.52920
C 4.82331 2.88445 -2.25881
C 4.65370 2.74900 -3.67153
C 4.93717 1.50347 -4.17994
C 5.40611 0.47088 -3.43034
C 5.51741 0.63241 -2.05767
C 4.75719 1.22223 -5.68694
C 3.56069 1.52329 -6.30446
C 3.43792 1.18853 -7.63910
N 4.48003 0.59367 -8.31656
C 5.60256 0.30151 -7.66664
C 5.79014 0.57017 -6.33434
C 4.37765 0.17978 -9.74308
H 6.14919 1.27563 0.24370
H 4.60962 1.96680 0.50393
H 5.85714 3.02103 0.13124
H 4.61803 3.83844 -1.81304
H 4.39494 3.60206 -4.31037
H 5.70274 -0.49151 -3.83038
H 5.91237 -0.12793 -1.38191
H 2.70620 1.96864 -5.77651
H 2.51731 1.37194 -8.18450
H 6.37171 -0.23131 -8.19820
H 6.71310 0.43733 -5.82228
H 3.45429 0.62808 -10.05269
H 4.22023 -0.88186 -9.75039
H 5.26383 0.46232 -10.27588
C -6.62406 0.06482 7.24856
N -5.26921 -0.51021 7.13047
C -4.82396 -0.89973 5.91661
C -3.58447 -1.50102 5.80878
C -2.83697 -1.78961 6.94653
C -3.35456 -1.39409 8.16511
C -4.57170 -0.77103 8.26735
C -1.59055 -2.62720 6.88858
C -0.70614 -2.57570 7.97417
C 0.40584 -3.41819 7.93194
N 0.57845 -4.24512 6.89746
C -0.20812 -4.20821 5.80925
C -1.34435 -3.43447 5.81818
C 1.72876 -5.15865 6.91647
H -7.39126 -0.70851 7.22992
H -6.78398 0.74060 6.42468
H -6.68884 0.60645 8.19815
H -5.56089 -0.75001 5.13221
H -3.28905 -1.95831 4.88894
H -2.85042 -1.58767 9.08586
H -4.91847 -0.47839 9.24354
H -0.81186 -1.93441 8.85216
H 1.06172 -3.55345 8.77685
H -0.04246 -4.95941 5.05553
H -2.14891 -3.66431 5.14062
H 2.08848 -5.27373 5.90080
H 1.48607 -6.14448 7.30040
H 2.49099 -4.70654 7.53710
C -7.39138 -1.65082 -0.30567
N -5.93518 -1.59223 -0.05223
C -5.15090 -2.44436 -0.72126
C -3.77507 -2.31851 -0.56347
C -3.28640 -1.42583 0.33631
C -4.14886 -0.61532 1.07687
C -5.46351 -0.69109 0.88236
C -1.83752 -1.36343 0.54583
C -1.01439 -1.19370 -0.53445
C 0.32755 -1.05537 -0.36682
N 0.84450 -1.14068 0.86775
C 0.08611 -1.22601 1.94871
C -1.28216 -1.28968 1.81907
C 2.29780 -1.13211 1.04446
H -7.70214 -0.94476 -1.06893
H -7.84745 -1.34344 0.65345
H -7.58695 -2.67604 -0.63667
H -5.77617 -3.27855 -1.34572
H -3.13272 -3.09505 -0.96736
H -3.68422 0.05388 1.80955
H -6.20215 -0.06249 1.35735
H -1.35965 -1.27339 -1.55133
H 1.00638 -0.98084 -1.20667
H 0.58766 -1.38524 2.89439
H -1.94536 -1.44552 2.64977
H 2.64195 -2.13772 1.24361
H 2.49316 -0.58331 1.95324
H 2.72624 -0.57013 0.19636
C 5.27024 -2.20260 6.08328
N 4.77200 -0.99044 5.36608
C 3.56012 -0.46409 5.69568
C 3.05021 0.62711 5.05859
C 3.76012 1.25282 4.03691
C 5.01307 0.73440 3.73192
C 5.46939 -0.37821 4.40735
C 3.15641 2.39727 3.33036
C 3.98116 3.39726 2.89437
C 3.43910 4.44305 2.21497
N 2.11177 4.47094 2.01720
C 1.27037 3.52192 2.47087
C 1.79632 2.45463 3.12262
C 1.54386 5.63248 1.33819
H 6.32256 -2.32686 5.86169
H 4.66533 -3.03741 5.74511
H 5.05458 -2.05190 7.14567
H 3.04708 -0.98870 6.49705
H 2.10015 0.98628 5.43318
H 5.57506 1.13824 2.89940
H 6.39513 -0.87553 4.13583
H 5.03499 3.36369 3.11191
H 4.03274 5.26410 1.83247
H 0.19353 3.60919 2.29053
H 1.07693 1.73645 3.47778
H 1.19118 5.32249 0.37251
H 2.28966 6.39794 1.13888
H 0.68148 6.06222 1.83920
C -5.24609 6.37844 -0.70533
O -3.89833 5.89123 -0.89676
C -3.28523 5.61924 0.39232
C -3.68147 4.25553 0.92387
N -3.69904 3.45451 -0.29480
H -4.40611 2.71865 -0.26638
H -3.95627 4.07541 -1.09025
C -2.41447 2.77357 -0.68336
C -2.75766 1.69623 -1.65320
O -3.41919 2.38622 -2.71487
C -4.09729 1.53201 -3.56607
H -5.82773 5.51794 -0.37373
H -5.56305 6.70928 -1.66534
H -5.14064 7.16530 0.03011
H -3.37893 6.40873 1.14134
H -2.20974 5.58258 0.15879
H -4.69857 4.28322 1.25971
H -3.09227 3.89576 1.76889
H -1.98340 2.44576 0.27058
H -1.80692 3.54834 -1.13148
H -3.34180 0.84163 -1.25182
H -1.78396 1.32028 -1.98722
H -4.90232 0.99927 -3.04254
H -3.43557 0.73820 -3.92980
H -4.50699 2.04059 -4.43180
C -2.42131 -4.17238 -8.16686
O -1.36464 -3.97008 -7.25625
C -0.12410 -3.90388 -7.87851
C 0.91581 -4.08590 -6.75086
N 0.54222 -2.99598 -5.77237
H -0.20290 -2.40009 -6.15155
H 0.06221 -3.38182 -4.93708
C 1.77257 -2.29211 -5.33736
C 1.47129 -1.16503 -4.42569
O 1.11035 0.00559 -5.12738
C 0.17207 0.81090 -4.49337
H -3.23740 -4.50008 -7.53173
H -2.03892 -4.96091 -8.80672
H -2.73359 -3.29310 -8.74008
H 0.11336 -2.97645 -8.40784
H -0.02565 -4.75272 -8.56371
H 1.91435 -3.82560 -7.08217
H 1.02578 -5.06162 -6.30489
H 2.37275 -1.96375 -6.18716
H 2.24307 -3.04847 -4.72752
H 2.38441 -0.95163 -3.83196
H 0.70863 -1.48440 -3.69336
H 0.69712 1.41212 -3.72961
H -0.55265 0.17888 -3.98801
H -0.33286 1.44595 -5.21309
Cl -6.91949 -4.59311 -1.57700
Cl 2.23827 -3.33987 3.67930
Cl -0.80662 -3.07484 -3.09420
Cl -1.77501 1.74756 3.29660
```

Löwdin atomic charge list, values in e, 8 entries: atom 1 (C): 0.01, atom 2 (N): -0.08, atom 3 (C): 0.05, atom 4 (C): 0.09, atom 5 (C): -0.13, atom 6 (C): 0.04, atom 7 (C): 0.04, atom 8 (C): -0.12